Molecular formula: C7H10
Method: DFT, wB97M-V/def2-TZVPD

Each line ends with the natural charge from an NBO analysis.
Atoms and positions in Å:
C 1.5704 -0.6444 -0.0609  -0.4682
C 1.3536 0.7247 -0.5725  -0.0793
C -0.0325 1.0984 -0.9528  -0.4792
C -0.8999 -0.0914 -0.5382  -0.1987
C -1.5983 0.1906 0.8148  -0.4648
C -0.4172 -0.4765 1.4117  -0.0787
C 0.0905 -1.0694 0.1765  -0.2871
H 2.1896 -1.2763 -0.7304  0.2066
H 2.0526 -0.7144 0.9215  0.2183
H 2.1595 1.1978 -1.1466  0.1741
H -0.1209 1.3185 -2.0293  0.2171
H -0.4007 2.0161 -0.4521  0.2162
H -1.5165 -0.4779 -1.3532  0.2079
H -1.7134 1.2647 1.0506  0.2025
H -2.5843 -0.2817 0.9537  0.2135
H -0.0964 -0.5959 2.4458  0.1809
H -0.0246 -2.1450 -0.0230  0.2190

- Gap between HOMO and LUMO (spin up / spin down): 8.4 / 8.1 eV
- Total charge: 0
- HOMO (spin up / spin down): -7.6 / -7.5 eV
- Energy above the lowest of the compared OMol25 structures with the same formula, charge and spin: 410.73 kJ/mol

=====

Molecular formula: C29H66N11O8
Method: DFT, wB97M-V/def2-TZVPD

Each line ends with the Löwdin charge.
Atoms and positions in Å:
C -0.5823 -0.1768 2.1464  0.0312
C -1.7395 -0.8470 1.9508  -0.1190
C -2.9828 -0.5901 2.7398  -0.2440
C -3.5839 0.8227 2.5739  -0.0948
N -4.5459 0.6772 1.4321  0.1091
C -4.9932 -0.6190 1.5969  -0.3718
N -6.1700 -1.0118 1.1620  0.2612
N -4.1285 -1.4502 2.2253  0.1550
H 0.3386 -0.7461 2.0458  0.0591
H -0.4986 0.8832 2.3610  0.0633
H -1.7878 -1.6235 1.1905  0.1109
H -2.8760 -0.8206 3.7944  0.1535
H -4.2075 1.0943 3.4249  0.1251
H -2.8231 1.5764 2.3942  0.1212
H -4.0279 0.7288 0.5536  0.1588
H -6.3305 -1.9897 1.0075  0.1402
H -6.9190 -0.3715 0.9763  0.1420
H -4.5942 -1.9570 2.9718  0.1632
C 3.5705 -3.6543 3.5017  -0.0028
C 2.1724 -3.1529 3.2329  -0.5424
O 1.7040 -2.1960 3.8402  0.0042
N 1.4517 -3.7981 2.2880  0.0132
C 1.8486 -4.9337 1.4664  -0.0628
H 4.0100 -3.0353 4.2767  0.0822
H 3.5543 -4.6894 3.8421  0.0885
H 4.1846 -3.5915 2.6034  0.0881
H 0.5272 -3.4213 2.1584  0.1232
H 1.8133 -4.6791 0.4099  0.0733
H 1.1834 -5.7804 1.6434  0.0859
H 2.8605 -5.2360 1.7027  0.0730
C -0.8632 1.8466 -3.2415  -0.0189
C -0.6918 1.1667 -1.9146  -0.5454
O -1.3430 0.1627 -1.5945  -0.0354
N 0.1988 1.6957 -1.0471  0.0252
C 1.0434 2.8681 -1.2189  -0.0709
H -1.6134 1.3053 -3.8113  0.0798
H -1.2021 2.8785 -3.1159  0.0621
H 0.0823 1.8393 -3.7810  0.0603
H 0.2497 1.1795 -0.1845  0.1082
H 2.0929 2.6012 -1.1197  0.0767
H 0.7921 3.6162 -0.4632  0.0825
H 0.8922 3.2940 -2.2009  0.0716
C 4.0617 1.4101 -5.3339  0.0004
C 3.2897 1.1357 -4.0678  -0.5347
O 2.3786 1.8697 -3.6929  0.0045
N 3.6358 0.0492 -3.3472  0.0243
C 4.6758 -0.9231 -3.6265  -0.0688
H 3.6629 2.3114 -5.7872  0.0842
H 5.1202 1.5592 -5.1205  0.0866
H 3.9561 0.5802 -6.0332  0.0877
H 3.0765 -0.0825 -2.5201  0.1392
H 4.2371 -1.9129 -3.7417  0.0649
H 5.4031 -0.9442 -2.8125  0.0839
H 5.1913 -0.6670 -4.5449  0.0754
C -0.0219 -0.9320 -4.8867  0.0007
C 0.7990 -2.1968 -4.8846  -0.5305
O 1.9932 -2.1981 -5.1463  0.0223
N 0.1560 -3.3497 -4.5597  0.0114
C -1.2387 -3.5278 -4.2039  -0.0722
H 0.6257 -0.1010 -5.1470  0.0791
H -0.8317 -0.9899 -5.6145  0.0959
H -0.4390 -0.7611 -3.8946  0.0617
H 0.7469 -4.1632 -4.5802  0.1243
H -1.3271 -3.9505 -3.2016  0.0812
H -1.7320 -4.2021 -4.9059  0.0841
H -1.7526 -2.5738 -4.2191  0.0716
C -4.7381 5.7158 -2.9706  -0.0051
C -3.9856 4.4107 -3.0741  -0.5364
O -2.7979 4.3666 -3.3417  0.0356
N -4.6858 3.2617 -2.8611  0.0091
C -6.0928 3.1177 -2.5452  -0.0795
H -4.0413 6.5227 -3.1687  0.0855
H -5.5464 5.7593 -3.7008  0.0875
H -5.1588 5.8474 -1.9732  0.0854
H -4.1278 2.4268 -2.9484  0.1315
H -6.2248 2.6138 -1.5846  0.0699
H -6.6030 2.5311 -3.3109  0.0847
H -6.5678 4.0902 -2.4869  0.0727
C -3.7689 4.2975 7.5667  -0.0050
C -4.3802 4.2636 6.1867  -0.5533
O -5.5619 4.4687 5.9871  0.0393
N -3.5485 3.9829 5.1400  -0.0017
C -2.1287 3.6899 5.1605  -0.0850
H -4.5546 4.5296 8.2770  0.0849
H -3.3302 3.3331 7.8246  0.0845
H -2.9945 5.0620 7.6318  0.0897
H -4.0197 3.9929 4.2505  0.1270
H -1.5809 4.4167 4.5587  0.0891
H -1.9535 2.6889 4.7511  0.0596
H -1.7310 3.7139 6.1687  0.0779
C 5.8857 -5.8731 -2.4034  -0.0066
C 4.3936 -5.6398 -2.4095  -0.5529
O 3.7436 -5.5734 -1.3758  0.0153
N 3.7921 -5.5010 -3.6144  0.0129
C 4.3852 -5.5359 -4.9399  -0.0665
H 6.2108 -5.9612 -1.3724  0.0813
H 6.1385 -6.7909 -2.9341  0.0866
H 6.4117 -5.0414 -2.8723  0.0835
H 2.8005 -5.3463 -3.5470  0.1233
H 4.2041 -4.5886 -5.4502  0.0798
H 3.9360 -6.3369 -5.5283  0.0847
H 5.4543 -5.7052 -4.8842  0.0733
C 3.7995 2.3289 6.1970  -0.0072
C 2.4086 2.8580 5.9395  -0.5536
O 1.9691 3.8428 6.5058  0.0328
N 1.6416 2.1841 5.0395  0.0086
C 1.9566 0.9936 4.2663  -0.0828
H 4.2728 2.9703 6.9324  0.0834
H 3.7630 1.3102 6.5837  0.0852
H 4.3947 2.3363 5.2835  0.0844
H 0.7315 2.5965 4.9198  0.1124
H 1.8851 1.2218 3.1995  0.0740
H 1.2512 0.1982 4.5025  0.0631
H 2.9598 0.6442 4.4772  0.0764

- Gap between HOMO and LUMO: 7.6 eV
- Total charge: +1
- HOMO: -11.0 eV

=====

Number 1: molar mass 94.2 g/mol, strongest force on any atom 0.036 Eh/bohr, total energy -7416.77780 eV. Number 2: molar mass 696.9 g/mol, strongest force on any atom 0.034 Eh/bohr, total energy -63910.83764 eV.